{
  "formula": "C72H192O24",
  "method": "ωB97M-V/def2-TZVPD",
  "e_lumo_ev": 0.16,
  "de_lowest_kcal_mol": 45.1,
  "largest_force_ev_per_a": 3.22,
  "homo_ev": -9.235,
  "gap_ev": 9.39,
  "total_charge": 0,
  "elements": ["C", "C", "C", "O", "H", "H", "H", "H", "H", "H", "H", "H", "C", "C", "C", "O", "H", "H", "H", "H", "H", "H", "H", "H", "C", "C", "C", "O", "H", "H", "H", "H", "H", "H", "H", "H", "C", "C", "C", "O", "H", "H", "H", "H", "H", "H", "H", "H", "C", "C", "C", "O", "H", "H", "H", "H", "H", "H", "H", "H", "C", "C", "C", "O", "H", "H", "H", "H", "H", "H", "H", "H", "C", "C", "C", "O", "H", "H", "H", "H", "H", "H", "H", "H", "C", "C", "C", "O", "H", "H", "H", "H", "H", "H", "H", "H", "C", "C", "C", "O", "H", "H", "H", "H", "H", "H", "H", "H", "C", "C", "C", "O", "H", "H", "H", "H", "H", "H", "H", "H", "C", "C", "C", "O", "H", "H", "H", "H", "H", "H", "H", "H", "C", "C", "C", "O", "H", "H", "H", "H", "H", "H", "H", "H", "C", "C", "C", "O", "H", "H", "H", "H", "H", "H", "H", "H", "C", "C", "C", "O", "H", "H", "H", "H", "H", "H", "H", "H", "C", "C", "C", "O", "H", "H", "H", "H", "H", "H", "H", "H", "C", "C", "C", "O", "H", "H", "H", "H", "H", "H", "H", "H", "C", "C", "C", "O", "H", "H", "H", "H", "H", "H", "H", "H", "C", "C", "C", "O", "H", "H", "H", "H", "H", "H", "H", "H", "C", "C", "C", "O", "H", "H", "H", "H", "H", "H", "H", "H", "C", "C", "C", "O", "H", "H", "H", "H", "H", "H", "H", "H", "C", "C", "C", "O", "H", "H", "H", "H", "H", "H", "H", "H", "C", "C", "C", "O", "H", "H", "H", "H", "H", "H", "H", "H", "C", "C", "C", "O", "H", "H", "H", "H", "H", "H", "H", "H", "C", "C", "C", "O", "H", "H", "H", "H", "H", "H", "H", "H"],
  "xyz": [[0.433, -0.534, 1.418], [0.686, -0.141, -0.019], [0.077, -1.120, -1.057], [0.289, 1.213, -0.202], [-0.626, -0.467, 1.668], [0.938, 0.111, 2.138], [0.736, -1.554, 1.654], [1.757, -0.151, -0.219], [-0.999, -1.219, -0.918], [0.489, -2.112, -0.875], [0.264, -0.816, -2.087], [0.546, 1.598, -1.042], [2.559, 4.016, 0.171], [3.152, 5.359, 0.584], [2.898, 5.636, 2.107], [4.498, 5.438, 0.316], [3.125, 3.177, 0.576], [2.565, 3.918, -0.915], [1.509, 3.996, 0.460], [2.706, 6.160, -0.005], [2.881, 4.783, 2.784], [1.863, 5.929, 2.285], [3.560, 6.420, 2.474], [4.943, 5.064, 1.080], [5.956, 2.498, 0.988], [6.808, 3.301, 2.021], [8.082, 3.825, 1.422], [5.979, 4.374, 2.449], [5.512, 3.123, 0.213], [5.177, 1.963, 1.530], [6.498, 1.704, 0.474], [6.978, 2.675, 2.897], [7.892, 4.466, 0.561], [8.789, 3.086, 1.045], [8.733, 4.253, 2.185], [6.534, 5.030, 2.876], [3.991, -0.151, 3.797], [4.777, 0.950, 4.492], [4.036, 2.237, 4.732], [5.095, 0.532, 5.795], [3.798, 0.057, 2.745], [3.044, -0.409, 4.270], [4.609, -1.047, 3.866], [5.714, 1.101, 3.957], [3.314, 2.142, 5.543], [3.531, 2.508, 3.805], [4.728, 3.003, 5.080], [5.612, 1.253, 6.162], [-4.124, 4.792, -1.386], [-5.603, 4.533, -1.745], [-5.788, 4.336, -3.200], [-6.093, 3.425, -1.144], [-3.808, 5.737, -1.829], [-3.517, 3.941, -1.694], [-3.991, 4.795, -0.305], [-6.202, 5.381, -1.412], [-6.783, 3.977, -3.466], [-5.087, 3.577, -3.545], [-5.683, 5.256, -3.776], [-5.494, 2.724, -1.412], [-3.472, -1.922, 1.354], [-3.130, -3.420, 1.223], [-1.741, -3.595, 1.826], [-4.053, -4.180, 1.994], [-2.807, -1.351, 0.706], [-3.287, -1.595, 2.377], [-4.517, -1.744, 1.101], [-3.105, -3.729, 0.178], [-1.531, -4.658, 1.946], [-1.512, -3.258, 2.837], [-0.971, -3.203, 1.162], [-4.735, -4.442, 1.371], [-3.010, -3.128, 5.203], [-3.366, -4.635, 5.364], [-4.836, -5.049, 5.543], [-2.810, -5.340, 4.289], [-1.935, -2.989, 5.084], [-3.375, -2.588, 6.077], [-3.495, -2.781, 4.291], [-2.939, -4.987, 6.303], [-5.459, -4.398, 4.931], [-5.121, -4.791, 6.563], [-5.036, -6.092, 5.296], [-3.259, -4.969, 3.526], [-2.503, -4.588, -2.379], [-3.695, -4.630, -3.329], [-4.289, -6.032, -3.343], [-4.758, -3.756, -2.944], [-1.761, -5.259, -2.813], [-2.875, -5.070, -1.475], [-2.171, -3.553, -2.302], [-3.332, -4.301, -4.302], [-5.141, -5.973, -4.020], [-4.671, -6.349, -2.373], [-3.600, -6.791, -3.713], [-5.410, -3.762, -3.649], [-0.551, 6.527, -0.964], [-1.295, 7.726, -0.296], [-1.368, 7.590, 1.248], [-0.470, 8.875, -0.572], [-1.049, 5.580, -0.755], [0.444, 6.392, -0.542], [-0.424, 6.715, -2.030], [-2.268, 7.872, -0.765], [-1.965, 6.718, 1.514], [-1.755, 8.487, 1.730], [-0.371, 7.388, 1.639], [0.362, 8.801, -0.098], [3.432, -6.326, -2.672], [3.524, -4.839, -3.074], [2.172, -4.174, -3.418], [3.965, -4.237, -1.919], [2.859, -6.397, -1.747], [4.427, -6.753, -2.548], [2.881, -6.800, -3.484], [4.192, -4.823, -3.935], [2.283, -3.215, -3.923], [1.536, -4.061, -2.540], [1.650, -4.833, -4.112], [3.276, -4.298, -1.253], [-1.768, -7.830, 0.747], [-0.260, -7.873, 0.581], [0.286, -8.012, -0.843], [0.311, -6.600, 0.976], [-2.226, -8.720, 0.315], [-2.250, -6.978, 0.268], [-1.945, -7.778, 1.821], [0.116, -8.692, 1.195], [1.362, -7.931, -1.003], [-0.052, -7.269, -1.565], [-0.078, -8.982, -1.180], [0.256, -6.489, 1.928], [0.234, 1.684, -4.537], [0.912, 2.786, -3.778], [-0.081, 3.817, -3.226], [1.513, 2.259, -2.632], [-0.469, 1.185, -3.870], [0.953, 0.948, -4.896], [-0.309, 2.010, -5.424], [1.655, 3.288, -4.398], [-0.775, 4.206, -3.971], [0.368, 4.717, -2.804], [-0.677, 3.337, -2.450], [2.253, 1.690, -2.858], [4.060, 5.354, -3.507], [4.815, 4.079, -3.212], [5.768, 3.598, -4.364], [5.632, 4.302, -2.136], [4.774, 6.158, -3.683], [3.263, 5.592, -2.802], [3.467, 5.169, -4.403], [4.090, 3.325, -2.905], [5.225, 3.512, -5.305], [6.033, 2.574, -4.098], [6.663, 4.209, -4.480], [5.083, 4.517, -1.379], [2.103, -0.247, -8.045], [3.364, -0.802, -7.344], [4.465, 0.309, -7.219], [2.888, -1.059, -6.087], [2.308, 0.017, -9.082], [1.691, 0.617, -7.524], [1.405, -1.082, -8.108], [3.699, -1.764, -7.732], [4.008, 1.279, -7.021], [4.992, 0.410, -8.168], [5.185, 0.039, -6.446], [2.060, -1.505, -6.278], [3.052, -5.192, 2.042], [2.428, -4.059, 1.283], [3.401, -2.901, 1.000], [2.074, -4.526, 0.057], [2.378, -6.046, 2.113], [3.298, -4.880, 3.057], [3.948, -5.539, 1.527], [1.536, -3.715, 1.807], [4.338, -3.134, 0.495], [3.587, -2.374, 1.936], [2.981, -2.148, 0.333], [1.429, -5.204, 0.270], [5.022, -1.371, -3.426], [4.073, -0.542, -2.535], [4.721, 0.512, -1.692], [3.208, 0.154, -3.348], [5.755, -1.898, -2.815], [5.567, -0.750, -4.137], [4.465, -2.149, -3.947], [3.555, -1.301, -1.948], [5.246, 0.036, -0.863], [4.050, 1.215, -1.198], [5.471, 1.088, -2.234], [3.183, -0.363, -4.157], [1.181, -3.506, 5.049], [0.961, -3.826, 6.501], [1.793, -5.035, 6.984], [1.510, -2.648, 7.141], [2.224, -3.525, 4.731], [0.775, -2.542, 4.744], [0.695, -4.255, 4.423], [-0.099, -3.947, 6.725], [1.510, -6.015, 6.599], [1.652, -5.013, 8.064], [2.839, -4.796, 6.787], [2.359, -2.467, 6.731], [-0.607, 6.989, 5.773], [-0.543, 5.750, 4.881], [0.519, 4.699, 5.312], [-1.811, 5.031, 4.913], [-0.787, 6.679, 6.803], [-1.411, 7.673, 5.502], [0.254, 7.657, 5.748], [-0.365, 6.210, 3.909], [0.615, 3.880, 4.600], [0.324, 4.265, 6.293], [1.464, 5.214, 5.490], [-2.500, 5.552, 4.494], [-7.365, -1.717, 3.867], [-6.414, -1.432, 5.052], [-5.341, -0.355, 4.862], [-7.226, -1.031, 6.115], [-8.148, -2.403, 4.189], [-6.826, -2.229, 3.070], [-7.931, -0.845, 3.539], [-5.921, -2.375, 5.292], [-4.745, -0.305, 5.772], [-5.665, 0.644, 4.570], [-4.736, -0.684, 4.017], [-6.639, -0.941, 6.869], [-0.955, -1.896, -4.996], [-0.487, -3.143, -5.830], [-1.404, -3.420, -7.063], [0.792, -2.864, -6.352], [-0.213, -1.704, -4.221], [-1.951, -1.974, -4.561], [-0.905, -1.045, -5.676], [-0.469, -3.973, -5.123], [-1.573, -2.562, -7.714], [-2.388, -3.778, -6.763], [-1.014, -4.196, -7.722], [1.007, -3.682, -6.807], [-5.737, 0.089, -2.477], [-4.362, 0.191, -1.751], [-3.167, -0.069, -2.674], [-4.273, 1.462, -1.256], [-5.775, 0.617, -3.430], [-6.588, 0.609, -2.038], [-5.963, -0.948, -2.725], [-4.350, -0.532, -0.936], [-2.302, 0.147, -2.047], [-3.247, 0.561, -3.560], [-3.123, -1.122, -2.950], [-3.480, 1.389, -0.720], [-4.557, 2.265, -6.097], [-3.368, 2.297, -6.930], [-2.636, 0.963, -7.063], [-3.652, 2.781, -8.258], [-5.293, 1.554, -6.471], [-5.006, 3.254, -6.010], [-4.267, 1.990, -5.083], [-2.670, 3.056, -6.578], [-3.310, 0.204, -7.460], [-2.403, 0.622, -6.055], [-1.745, 1.030, -7.688], [-3.549, 3.735, -8.275], [-2.001, 0.557, 7.104], [-0.848, -0.352, 6.603], [0.388, 0.449, 6.290], [-0.500, -1.177, 7.739], [-2.870, 0.065, 7.541], [-2.271, 1.294, 6.348], [-1.662, 1.136, 7.963], [-1.110, -0.867, 5.679], [0.692, 0.997, 7.182], [0.201, 1.103, 5.438], [1.214, -0.210, 6.022], [0.321, -1.627, 7.529], [-2.463, 1.545, 3.012], [-2.476, 2.379, 1.759], [-1.195, 3.289, 1.646], [-2.327, 1.472, 0.694], [-1.618, 0.879, 3.190], [-3.344, 0.902, 3.013], [-2.568, 2.217, 3.863], [-3.415, 2.900, 1.572], [-1.128, 3.787, 0.678], [-0.315, 2.650, 1.723], [-1.295, 4.038, 2.431], [-1.395, 1.376, 0.487]],
  "lowdin_charge": [-0.03, -0.43, -0.02, -0.07, 0.06, 0.08, 0.06, 0.12, 0.06, 0.07, 0.07, 0.06, -0.03, -0.48, -0.03, -0.06, 0.08, 0.06, 0.07, 0.12, 0.06, 0.05, 0.08, 0.04, -0.03, -0.45, -0.05, -0.07, 0.05, 0.06, 0.08, 0.12, 0.10, 0.08, 0.08, 0.10, -0.04, -0.51, -0.05, -0.05, 0.07, 0.07, 0.08, 0.12, 0.08, 0.07, 0.08, 0.09, -0.04, -0.55, -0.07, -0.03, 0.08, 0.07, 0.07, 0.14, 0.09, 0.06, 0.08, 0.03, -0.04, -0.43, -0.05, -0.05, 0.06, 0.06, 0.08, 0.11, 0.06, 0.07, 0.07, 0.11, -0.03, -0.48, -0.04, -0.07, 0.05, 0.08, 0.06, 0.12, 0.05, 0.08, 0.08, 0.03, -0.04, -0.50, -0.06, -0.05, 0.08, 0.06, 0.07, 0.12, 0.08, 0.08, 0.08, 0.09, -0.05, -0.42, -0.05, -0.07, 0.05, 0.06, 0.08, 0.13, 0.07, 0.08, 0.06, 0.08, -0.04, -0.48, -0.03, -0.07, 0.06, 0.08, 0.07, 0.14, 0.06, 0.07, 0.06, 0.03, -0.04, -0.43, -0.04, -0.10, 0.08, 0.07, 0.08, 0.14, 0.07, 0.07, 0.08, 0.09, -0.04, -0.48, -0.03, -0.08, 0.08, 0.07, 0.07, 0.13, 0.08, 0.05, 0.08, 0.05, -0.05, -0.52, -0.02, -0.06, 0.09, 0.07, 0.07, 0.11, 0.07, 0.06, 0.08, 0.04, -0.04, -0.47, -0.02, -0.09, 0.08, 0.08, 0.06, 0.14, 0.07, 0.07, 0.06, 0.04, -0.03, -0.51, -0.02, -0.06, 0.07, 0.07, 0.10, 0.12, 0.09, 0.06, 0.06, 0.06, -0.02, -0.49, -0.04, -0.05, 0.09, 0.08, 0.06, 0.12, 0.08, 0.07, 0.08, 0.05, -0.07, -0.42, -0.03, -0.08, 0.07, 0.08, 0.08, 0.14, 0.08, 0.08, 0.08, 0.10, -0.07, -0.46, -0.04, -0.07, 0.08, 0.07, 0.08, 0.10, 0.06, 0.08, 0.07, 0.08, -0.03, -0.50, -0.05, -0.04, 0.07, 0.07, 0.08, 0.10, 0.06, 0.09, 0.05, 0.09, -0.02, -0.44, -0.04, -0.07, 0.07, 0.06, 0.06, 0.11, 0.08, 0.07, 0.07, 0.11, -0.02, -0.47, -0.02, -0.06, 0.06, 0.08, 0.07, 0.12, 0.06, 0.07, 0.06, 0.05, -0.07, -0.51, -0.05, -0.05, 0.10, 0.08, 0.06, 0.13, 0.08, 0.05, 0.08, 0.08, -0.05, -0.47, -0.06, -0.07, 0.07, 0.07, 0.08, 0.11, 0.09, 0.07, 0.05, 0.00, -0.04, -0.41, -0.02, -0.10, 0.07, 0.06, 0.08, 0.14, 0.06, 0.07, 0.06, 0.03]
}